Entry 1:
{
  "formula": "C3H2NO3",
  "method": "ωB97M-V/def2-TZVPD",
  "elements": ["O", "C", "O", "C", "N", "C", "O", "H", "H"],
  "coordinates": [[0.43988, 1.65896, 0.46978], [0.86199, 0.52936, 0.78571], [1.74077, 0.25685, 1.58217], [-0.02104, -0.65689, 0.19060], [-1.37990, -0.02095, -0.24907], [-0.48762, -0.51874, -1.17916], [-0.32930, -0.70624, -2.37092], [0.23077, -1.55709, 0.91945], [-1.05555, 1.01474, -0.14857]],
  "spin_multiplicity": 1,
  "smiles": "O=C([O-])[C@H]1NC1=O",
  "charge": -1,
  "gap_ev": 9.040,
  "relative_energy_kcal_mol": 36.0
}

***

Entry 2:
{
  "formula": "C39H44Cl5CsF4IN5O2S2",
  "method": "ωB97M-V/def2-TZVPD",
  "elements": ["Cs", "C", "C", "N", "C", "C", "C", "C", "N", "C", "C", "F", "C", "F", "C", "C", "F", "C", "F", "H", "H", "H", "H", "H", "H", "H", "H", "H", "H", "H", "H", "H", "H", "H", "Cl", "C", "C", "C", "Cl", "C", "Cl", "C", "Cl", "C", "Cl", "C", "C", "N", "C", "C", "C", "S", "N", "C", "O", "C", "C", "C", "C", "C", "C", "H", "H", "H", "H", "H", "H", "H", "H", "H", "H", "H", "H", "H", "H", "H", "I", "C", "C", "C", "C", "C", "N", "H", "H", "H", "H", "C", "C", "S", "O", "C", "C", "H", "H", "H", "H", "H", "H", "H", "H", "H", "H"],
  "coordinates": [[-0.63758, 0.85756, 0.54780], [2.05568, -2.12870, 3.90193], [0.72351, -2.78999, 3.70401], [-0.35351, -1.79738, 3.54754], [-1.59328, -2.48457, 3.13423], [-2.70485, -1.52440, 2.69005], [-0.50258, -0.96684, 4.74694], [0.06606, 0.40869, 4.66427], [-0.78061, 1.32442, 3.87961], [-0.47019, 2.59255, 3.99276], [-1.39795, 3.59853, 3.50630], [-2.58425, 3.11911, 3.01624], [-1.22718, 4.97506, 3.50593], [-2.15531, 5.74781, 2.95855], [-0.10693, 5.52791, 4.03275], [0.87257, 4.61347, 4.49321], [2.06046, 5.12739, 4.90822], [0.71894, 3.24628, 4.41874], [1.78720, 2.43563, 4.74498], [2.81749, -2.92997, 3.87811], [2.22138, -1.61293, 4.85085], [2.23121, -1.46690, 3.05519], [0.55818, -3.60267, 4.44866], [0.73993, -3.32401, 2.76125], [-1.94531, -3.08407, 3.97794], [-1.30610, -3.20276, 2.35758], [-2.82627, -0.60921, 3.28534], [-3.66280, -2.02087, 2.78713], [-2.57165, -1.31550, 1.61478], [-0.12485, -1.46892, 5.63355], [-1.62294, -0.87413, 4.85675], [1.12064, 0.40445, 4.25647], [0.19983, 0.76369, 5.70585], [0.13400, 6.58196, 4.03309], [-2.47203, 3.06470, -1.16996], [-4.07162, 2.69741, -0.56571], [-4.25912, 2.07657, 0.64429], [-5.56384, 1.79967, 1.05967], [-5.85281, 1.43883, 2.71676], [-6.63800, 1.85949, 0.13262], [-8.14933, 1.26268, 0.64682], [-6.40881, 2.41995, -1.07642], [-7.75481, 2.81353, -2.08254], [-5.13046, 2.84729, -1.45546], [-4.97515, 3.76199, -2.87189], [-0.10988, -5.19289, -3.88701], [-0.89468, -5.46963, -2.59998], [-1.72865, -4.34737, -2.07343], [-3.08095, -4.22164, -2.67495], [-2.96336, -3.33486, -3.91593], [-1.09179, -3.26715, -1.49518], [-2.16788, -2.00397, -1.02816], [0.19903, -3.39456, -1.22961], [1.06625, -2.51249, -0.71820], [0.88175, -1.36099, -0.21394], [2.49873, -2.94613, -0.76376], [3.43241, -2.39717, 0.08970], [4.77345, -2.68780, 0.04028], [5.23930, -3.61799, -0.90803], [4.29639, -4.18783, -1.75255], [2.94097, -3.89279, -1.66546], [0.54658, -6.04946, -3.97373], [0.53803, -4.32646, -3.80006], [-0.71120, -5.11562, -4.80319], [-0.25467, -5.76311, -1.73056], [-1.54674, -6.28871, -2.68065], [-3.78330, -3.84544, -1.92105], [-3.46981, -5.20857, -2.96233], [-2.51749, -2.38871, -3.56516], [-3.95967, -3.24703, -4.41715], [-2.32971, -3.82164, -4.65369], [3.06023, -1.72617, 0.90072], [5.41662, -2.20780, 0.77975], [6.28784, -3.91782, -1.00935], [4.66164, -4.94743, -2.45417], [2.19564, -4.28193, -2.31952], [0.16521, 5.94277, -2.69626], [1.23019, 5.67013, -0.91257], [1.74425, 6.80530, -0.21667], [2.44455, 6.58692, 0.94801], [2.69876, 5.23998, 1.36853], [2.17306, 4.21533, 0.64838], [1.45102, 4.43642, -0.55526], [1.58482, 7.78899, -0.59011], [2.69319, 7.43893, 1.58994], [3.14940, 5.09213, 2.33816], [2.28988, 3.10440, 0.86960], [3.80527, 2.91005, -4.18255], [2.52630, 2.07258, -4.18859], [2.27137, 0.88993, -2.80633], [1.09453, 1.29234, -1.94903], [1.71792, -0.64920, -3.63485], [0.32317, -0.58238, -4.26654], [3.86421, 3.43846, -5.15384], [4.73211, 2.28529, -4.05831], [3.80293, 3.66269, -3.35504], [2.55803, 1.44484, -5.06747], [1.64984, 2.71131, -4.15770], [1.69581, -1.41313, -2.84658], [2.50952, -0.84053, -4.39267], [-0.25424, 0.16999, -3.73641], [-0.18348, -1.52690, -4.13859], [0.38035, -0.37828, -5.32574]],
  "spin_multiplicity": 1,
  "charge": -2,
  "gap_ev": 4.801,
  "relative_energy_kcal_mol": 0.0
}

***

Entry 3:
{
  "formula": "C20H28N2O5",
  "method": "ωB97M-V/def2-TZVPD",
  "elements": ["C", "C", "O", "C", "O", "C", "C", "C", "C", "C", "C", "C", "C", "C", "N", "C", "C", "C", "O", "N", "C", "C", "C", "C", "C", "O", "O", "H", "H", "H", "H", "H", "H", "H", "H", "H", "H", "H", "H", "H", "H", "H", "H", "H", "H", "H", "H", "H", "H", "H", "H", "H", "H", "H", "H"],
  "coordinates": [[2.89201, 2.39468, 2.73954], [3.00192, 0.88852, 2.56652], [1.69450, 0.30576, 2.51717], [1.23240, -0.11377, 1.35588], [1.87243, -0.13105, 0.32521], [-0.20675, -0.61142, 1.47252], [-0.28524, -1.75205, 2.49549], [0.52529, -2.97475, 2.04492], [-0.00375, -3.53037, 0.75127], [-1.12761, -4.34744, 0.74891], [-1.64941, -4.82615, -0.43948], [-1.05628, -4.48819, -1.64442], [0.06430, -3.67543, -1.65315], [0.58824, -3.20256, -0.46238], [-1.11852, 0.45782, 1.85128], [-1.60232, 1.25363, 0.73603], [-2.45828, 2.39958, 1.27203], [-0.43200, 1.82931, -0.07119], [0.54101, 2.29494, 0.50433], [-0.48577, 1.71449, -1.41137], [-1.68998, 1.52824, -2.20811], [-1.43387, 2.30190, -3.51508], [-0.19334, 3.15051, -3.22496], [0.57062, 2.25076, -2.25827], [1.27537, 1.11842, -3.04074], [1.44179, 1.18883, -4.22852], [1.66643, 0.06424, -2.35231], [3.88293, 2.83860, 2.71905], [2.29461, 2.80627, 1.93020], [2.41371, 2.63270, 3.68643], [3.50517, 0.42273, 3.41830], [3.53071, 0.64135, 1.64140], [-0.51171, -0.99461, 0.49172], [0.08313, -1.39305, 3.45711], [-1.33566, -2.02327, 2.60858], [1.57289, -2.69124, 1.92394], [0.46683, -3.73696, 2.82493], [-1.59429, -4.61293, 1.68724], [-2.52134, -5.46417, -0.42573], [-1.46490, -4.86001, -2.57260], [0.53403, -3.40488, -2.58704], [1.46276, -2.56886, -0.47979], [-0.67074, 1.05671, 2.53963], [-2.20388, 0.58408, 0.11254], [-2.94029, 2.93766, 0.45938], [-1.83246, 3.09605, 1.82603], [-3.22007, 2.00323, 1.93772], [-1.85746, 0.46383, -2.40154], [-2.55695, 1.92789, -1.67947], [-2.29318, 2.90597, -3.79843], [-1.21316, 1.61025, -4.32641], [0.38348, 3.35322, -4.12338], [-0.45830, 4.08876, -2.73697], [1.30412, 2.76997, -1.63348], [1.61683, 0.12228, -1.37049]],
  "spin_multiplicity": 1,
  "smiles": "CCOC(=O)[C@@H](CCc1ccccc1)N[C@@H](C)C(=O)N1CCC[C@@H]1C(=O)O",
  "charge": 0,
  "gap_ev": 9.792,
  "relative_energy_kcal_mol": 19.4
}

***

Entry 4:
{
  "formula": "C22H61BN6O6P3",
  "method": "ωB97M-V/def2-TZVPD",
  "elements": ["C", "C", "C", "C", "C", "P", "C", "C", "O", "C", "C", "O", "B", "O", "O", "C", "H", "H", "H", "H", "H", "H", "H", "H", "H", "H", "H", "H", "H", "H", "H", "H", "H", "H", "H", "H", "H", "H", "H", "H", "H", "O", "P", "N", "C", "C", "N", "C", "C", "N", "C", "C", "H", "H", "H", "H", "H", "H", "H", "H", "H", "H", "H", "H", "H", "H", "H", "H", "H", "H", "O", "P", "N", "C", "C", "N", "C", "C", "N", "C", "C", "H", "H", "H", "H", "H", "H", "H", "H", "H", "H", "H", "H", "H", "H", "H", "H", "H", "H"],
  "coordinates": [[2.09590, -1.52532, -1.24629], [0.47619, -1.49052, -1.66294], [0.43623, -1.57805, -3.29917], [-1.06184, -1.64664, -3.95928], [-1.76600, -0.15866, -3.68766], [-2.21848, -2.97330, -3.22038], [-1.87914, -4.23624, -4.63521], [-0.81454, -5.44349, -4.18305], [0.54831, -4.95193, -3.92888], [1.46072, -6.02158, -3.49609], [2.36958, -5.76182, -2.12616], [1.59114, -7.15176, -4.20650], [-3.54915, -4.16809, -2.50567], [-3.11913, -5.22036, -1.54954], [-5.00425, -4.11627, -2.88932], [-5.85768, -4.06539, -1.69171], [2.65450, -0.53603, -1.54221], [2.17042, -1.79162, -0.09594], [2.59973, -2.42904, -1.81682], [-0.02504, -0.51397, -1.25646], [-0.00510, -2.39692, -1.10105], [1.17306, -2.43172, -3.66974], [0.92574, -0.56380, -3.69574], [-0.92124, -1.72053, -5.14029], [-2.91571, -0.31774, -3.42932], [-1.22771, 0.46036, -2.85068], [-1.73029, 0.46085, -4.68911], [-1.16901, -3.62600, -2.47409], [-2.49930, -2.03644, -2.13019], [-3.29370, -2.39313, -4.03724], [-2.91484, -4.80309, -4.80441], [-1.59559, -3.74060, -5.65770], [-1.21486, -5.96688, -3.19080], [-0.75571, -6.21730, -5.06580], [2.15616, -4.69312, -1.63981], [3.51536, -5.71399, -2.45769], [2.20690, -6.57368, -1.29827], [-2.70611, -4.70984, -0.79225], [-6.60596, -3.14987, -1.82892], [-5.28012, -3.90658, -0.68122], [-6.50360, -5.03936, -1.56359], [-1.68933, 2.65537, -0.87586], [-2.41767, 3.74096, -0.04624], [-3.38812, 4.17719, -1.36174], [-3.35169, 5.38558, -2.15123], [-4.31280, 3.18624, -1.89769], [-1.03288, 4.75848, 0.03733], [-0.93451, 6.12654, -0.44686], [0.28502, 4.12563, -0.06480], [-3.25499, 4.98900, 0.90752], [-2.80543, 4.94398, 2.31741], [-4.72570, 4.92558, 0.96115], [-3.36722, 6.28518, -1.53080], [-4.23045, 5.48905, -2.80000], [-2.47180, 5.40219, -2.80003], [-5.26606, 3.22716, -1.36320], [-3.92460, 2.16676, -1.79463], [-4.51689, 3.32750, -2.96511], [-0.79025, 6.16283, -1.52965], [-0.08208, 6.64335, 0.01212], [-1.79855, 6.73596, -0.17559], [0.54003, 3.90442, -1.10496], [0.31776, 3.19636, 0.51330], [1.07421, 4.76399, 0.35074], [-3.08345, 3.99529, 2.78993], [-3.24150, 5.76955, 2.89432], [-1.72168, 5.05446, 2.40912], [-5.06948, 3.92393, 1.23567], [-5.18450, 5.20736, 0.01066], [-5.12831, 5.64127, 1.68770], [3.56865, -1.85078, 2.82600], [3.50489, -0.86758, 4.02035], [3.35257, 0.46535, 2.98948], [4.31229, 1.50745, 2.71059], [2.16863, 0.55410, 2.14410], [5.15464, -1.10829, 4.44504], [6.18930, -0.08785, 4.50740], [5.77296, -2.38584, 4.07991], [3.43158, 0.26276, 5.39344], [3.41458, -0.48413, 6.67163], [2.27786, 1.17648, 5.45612], [4.71554, 1.95296, 3.62348], [3.86805, 2.35276, 2.17029], [5.13186, 1.12912, 2.09366], [1.35622, 1.05453, 2.67854], [1.80297, -0.43526, 1.84725], [2.35012, 1.10317, 1.21320], [6.57021, 0.16298, 3.51415], [7.04264, -0.43238, 5.10532], [5.85740, 0.82302, 5.00910], [6.06719, -2.39824, 3.02674], [5.08715, -3.21883, 4.26596], [6.66439, -2.59194, 4.68478], [2.50827, -1.09349, 6.76035], [3.46684, 0.20163, 7.52694], [4.27397, -1.15249, 6.77096], [1.33519, 0.63292, 5.34314], [2.32868, 1.95615, 4.69268], [2.25241, 1.72004, 6.40800]],
  "spin_multiplicity": 1,
  "charge": -1,
  "gap_ev": 3.520
}

***

Entry 5:
{
  "formula": "C10H24ClI2N2P2Tc",
  "method": "ωB97M-V/def2-TZVPD",
  "elements": ["I", "I", "Tc", "P", "C", "C", "H", "H", "H", "H", "H", "H", "C", "H", "H", "H", "P", "C", "C", "H", "H", "H", "C", "H", "H", "H", "H", "H", "H", "Cl", "C", "N", "C", "C", "N", "C", "H", "H", "H", "H", "H", "H"],
  "coordinates": [[0.27970, 2.14737, -5.36581], [-0.33620, 3.97928, -3.42990], [-0.00155, 0.21194, -0.94400], [-2.23635, 0.25679, -0.88572], [-3.21869, 1.30740, 0.23207], [-2.93355, 0.59162, -2.52621], [-4.01424, 0.41455, -2.45061], [-4.01046, -1.34276, -0.65752], [-2.49318, -0.08867, -3.26244], [-2.51450, -2.18041, -1.14131], [-2.97642, 2.35108, -0.00202], [-2.68863, 1.62539, -2.79893], [-2.92983, -1.40045, -0.49439], [-4.28784, 1.11349, 0.06088], [-2.76172, -1.67207, 0.55339], [-2.96648, 1.07360, 1.27512], [2.23346, 0.27825, -0.87972], [3.20523, 1.33688, 0.24137], [2.94516, -1.37250, -0.49034], [2.50252, -0.05813, -3.26152], [4.01999, 0.45714, -2.44109], [2.68432, 1.64533, -2.80003], [2.93666, 0.61758, -2.51746], [2.53793, -2.15532, -1.13897], [4.02502, -1.30262, -0.65439], [4.27665, 1.15364, 0.07303], [2.95172, 1.10207, 1.28376], [2.77995, -1.64664, 0.55720], [2.95569, 2.37910, 0.00797], [0.00977, -1.47564, -2.54160], [-0.00210, -0.19946, 4.59161], [0.00147, -0.63514, 3.21412], [0.00783, -1.92785, 2.77560], [0.00982, -1.88057, 1.40976], [0.00161, -0.52752, 1.03349], [-0.00211, 0.19954, 2.15796], [-0.87179, -0.58484, 5.13333], [0.87115, -0.57460, 5.13487], [-0.00847, 0.88788, 4.57946], [0.01335, -2.74810, 3.47044], [0.01412, -2.62743, 0.64924], [-0.00900, 1.27083, 2.24929]],
  "spin_multiplicity": 4,
  "charge": 3,
  "gap_ev": [5.877, 4.156],
  "relative_energy_kcal_mol": 18.2
}